No. 1
Here is a cluster of 2 separate species, C4H12N2O2 in total from OMol25. Energies are from the ωB97M-V functional and the def2-TZVPD basis.

XYZ file:
```
20
C4H12N2O2 (the ωB97M-V functional and the def2-TZVPD basis)
C 0.870 0.682 -0.334
C -0.358 -0.099 0.122
H 1.581 -1.968 0.999
H -1.025 0.519 2.229
O -1.428 0.495 0.313
N -0.405 -1.439 0.314
H 1.619 -0.037 -0.681
H -0.799 0.488 -2.287
C 0.740 -2.353 0.418
O -0.793 -0.092 2.954
H -1.179 -1.760 0.868
N 0.546 1.787 -1.198
H 1.149 -2.504 -0.593
H -1.363 2.143 -2.135
H 0.153 2.501 -0.604
C -0.467 1.525 -2.242
H -0.591 0.480 3.720
H 1.449 1.083 0.522
H 0.366 -3.282 0.832
H -0.064 1.832 -3.216
```

Values from the calculation:
- E_LUMO (Eh) = 0.029
- M (g/mol) = 120.2
- structure (SMILES) = CNCC(=O)NC.O
- Kohn-Sham gap (eV) = 9.887

---

No. 2
Here is a cluster of 3 separate species, C4H12N2O2 in total from OMol25. Energies are from the ωB97M-V functional and the def2-TZVPD basis.

XYZ file:
```
20
C4H12N2O2 (the ωB97M-V functional and the def2-TZVPD basis)
N 1.408 0.734 -0.808
H -0.423 0.948 2.774
H -0.049 -0.647 -0.535
H -1.665 0.962 0.438
N -0.595 -1.035 1.870
O -0.495 1.528 -2.747
O 0.711 -2.025 -0.941
H 1.900 1.454 -0.327
C -0.002 0.440 -0.665
H -1.848 0.322 -2.002
H -0.042 -1.038 -1.995
H 0.984 0.311 1.799
C -0.099 0.327 1.903
H 1.971 -0.097 -1.027
C -0.789 0.684 -1.934
H -0.451 -1.493 0.981
C -0.585 1.047 0.619
H -0.288 2.118 0.621
H -0.278 -1.586 2.651
H 0.634 -2.956 -0.674
```

Values from the calculation:
- E_LUMO (Eh) = -0.073
- M (g/mol) = 120.2
- Kohn-Sham gap (eV) = 6.828

---

No. 3
Here is a cluster of 2 separate species, C4H12N2O2 in total from OMol25. Energies are from the ωB97M-V functional and the def2-TZVPD basis.

XYZ file:
```
20
C4H12N2O2 (the ωB97M-V functional and the def2-TZVPD basis)
H 2.985 0.262 1.578
H -2.275 -2.861 0.080
H -1.082 -0.035 -1.281
C -0.395 -0.130 0.560
O 2.538 0.612 0.796
H 0.493 2.537 -0.474
C -0.420 2.003 -0.773
H 1.861 0.277 -1.268
H 0.938 -0.715 -2.227
C -0.214 0.494 -0.861
C -1.723 -2.048 -0.377
O 0.097 0.260 1.617
N 0.934 -0.006 -1.526
H 1.666 0.853 1.226
H -0.787 -2.435 -0.913
N -1.318 -1.171 0.678
H -0.772 2.441 -1.718
H -2.410 -1.647 -1.136
H -1.349 -1.402 1.674
H -1.184 2.236 0.049
```

Values from the calculation:
- E_LUMO (Eh) = 0.029
- M (g/mol) = 120.2
- structure (SMILES) = CNC(=O)[C@@H](C)N.O
- Kohn-Sham gap (eV) = 9.435

---

No. 4
Here is a cluster of 2 separate species, C4H12N2O2 in total from OMol25. Energies are from the ωB97M-V functional and the def2-TZVPD basis.

XYZ file:
```
20
C4H12N2O2 (the ωB97M-V functional and the def2-TZVPD basis)
O -1.896 -1.271 -1.230
H 3.060 2.523 0.203
C 0.184 -2.042 0.832
H 0.489 -2.739 0.056
H 0.185 -2.234 1.950
H -3.367 0.031 0.126
H -0.004 1.073 1.064
H 0.428 0.414 -1.703
N 0.450 0.624 0.229
C 1.002 -0.771 0.534
H -0.931 -1.822 0.526
H -0.800 1.789 -1.242
H -2.625 1.494 0.251
H 1.681 -0.523 1.379
O 3.146 1.731 -0.183
C -0.386 0.764 -0.965
C -1.708 -0.124 -0.870
H 1.565 -1.075 -0.367
N -2.725 0.639 -0.245
H 2.250 1.518 -0.346
```

Values from the calculation:
- E_LUMO (Eh) = 0.022
- M (g/mol) = 120.2
- structure (SMILES) = CCNCC(N)=O.O
- Kohn-Sham gap (eV) = 9.773

---

No. 5
Here is a cluster of 2 separate species, C4H12N2O3 in total from OMol25. Energies are from the ωB97M-V functional and the def2-TZVPD basis.

XYZ file:
```
21
C4H12N2O3 (the ωB97M-V functional and the def2-TZVPD basis)
N 0.217 1.534 2.491
H -2.307 -0.498 -0.349
H 0.763 -2.958 -0.258
O 0.813 1.955 0.511
H -1.371 0.593 -1.126
H 0.595 2.425 2.723
C -0.570 0.050 0.779
H 1.211 1.286 -2.009
O 1.278 0.460 -2.491
H -0.263 -1.861 -2.298
H -2.339 1.226 0.385
H 2.218 0.131 -2.244
H 0.865 -0.473 -0.586
H -1.021 -0.396 1.713
H -0.876 -2.566 0.453
C -1.737 0.436 -0.119
C 0.252 1.165 1.192
C -0.046 -2.238 -0.240
H -0.366 1.306 3.252
N 0.429 -0.932 0.205
O -0.719 -2.279 -1.546
```

Values from the calculation:
- E_LUMO (Eh) = 0.027
- M (g/mol) = 136.2
- structure (SMILES) = C[C@@H](NCO)C(N)=O.O
- Kohn-Sham gap (eV) = 10.084

---

No. 6
Here is an isolated molecule of C4H12N2OS from OMol25. Energies are from the ωB97M-V functional and the def2-TZVPD basis.

XYZ file:
```
20
C4H12N2OS (the ωB97M-V functional and the def2-TZVPD basis)
H 1.949 -1.940 0.382
H -4.094 -0.719 0.412
H 1.910 -1.546 -1.305
H -3.760 0.841 0.618
C -2.274 -0.355 -0.279
H -1.963 -1.456 -0.059
O 0.307 2.456 0.167
H 1.275 -0.045 1.284
C 2.709 0.661 -0.066
S 0.067 1.140 -0.441
H 2.910 0.751 -1.215
H -1.563 1.087 1.085
N -3.648 0.069 -0.023
C 1.376 0.068 0.277
N -1.231 0.313 0.502
H -2.187 -0.019 -1.399
H 2.762 1.677 0.512
H 3.607 0.150 0.177
H 0.384 -1.746 -0.338
C 1.461 -1.385 -0.292
```

Values from the calculation:
- E_LUMO (Eh) = 0.036
- M (g/mol) = 136.2
- Kohn-Sham gap (eV) = 9.905

---

No. 7
Here is an isolated molecule of C4H12N2S from OMol25. Energies are from the ωB97M-V functional and the def2-TZVPD basis.

XYZ file:
```
19
C4H12N2S (the ωB97M-V functional and the def2-TZVPD basis)
C 0.405 0.584 -0.031
S -2.316 -0.128 1.470
H 0.655 -1.088 -1.328
C 0.482 -0.340 1.179
H -0.696 -1.512 2.512
H -0.493 0.185 -3.188
H 1.600 2.106 -0.716
N 1.702 1.249 -0.190
N 0.163 0.553 -2.504
H -0.326 1.370 0.185
C -0.010 -0.216 -1.262
H 2.354 0.674 -0.710
C -0.795 -1.133 1.499
H -0.899 -1.984 0.839
H -2.672 -0.323 2.743
H 1.261 -1.090 0.972
H -0.210 1.489 -2.355
H 0.837 0.197 2.057
H -1.041 -0.592 -1.173
```

Values from the calculation:
- E_LUMO (Eh) = 0.030
- M (g/mol) = 120.2
- structure (SMILES) = NC[C@H](N)CCS
- Kohn-Sham gap (eV) = 9.946

---

No. 8
Here is an isolated molecule of C4H12N2S from OMol25. Energies are from the ωB97M-V functional and the def2-TZVPD basis.

XYZ file:
```
19
C4H12N2S (the ωB97M-V functional and the def2-TZVPD basis)
S 0.364 -2.112 1.510
H -0.745 2.086 -0.118
H 2.443 0.681 1.710
H 1.272 1.986 0.343
C -0.204 -1.343 -0.010
H -1.051 0.084 -2.224
H 1.437 0.910 -0.982
H 2.510 -0.715 1.019
H -1.265 -1.613 -0.207
C -1.779 0.564 -1.446
H 0.452 -1.562 -0.861
H -2.553 -0.110 -0.995
C 1.279 0.834 0.040
C -0.033 0.191 0.447
H -0.196 0.309 1.626
N -1.103 1.074 -0.144
H -0.877 -2.713 1.631
N 2.425 0.213 0.818
H -2.374 1.236 -2.156
```

Values from the calculation:
- E_LUMO (Eh) = 0.029
- M (g/mol) = 120.2
- structure (SMILES) = CN[C@H](CN)CS
- Kohn-Sham gap (eV) = 9.076

---

No. 9
Here is a cluster of 2 separate species, C4H12N2S in total from OMol25. Energies are from the ωB97M-V functional and the def2-TZVPD basis.

XYZ file:
```
19
C4H12N2S (the ωB97M-V functional and the def2-TZVPD basis)
H 3.924 0.845 1.094
H -0.889 0.512 -0.665
H -3.368 1.151 -0.351
H 3.141 2.383 0.776
H 1.896 0.673 -0.511
H -0.853 -2.397 -1.124
N -0.380 -1.504 -1.047
H 2.841 1.524 2.290
C 2.992 1.399 1.218
C -1.322 -0.461 -0.843
H 0.565 -1.406 0.329
H -3.895 -0.058 0.553
H 0.218 -1.382 -1.853
N -3.674 0.181 -0.398
S 1.655 -1.032 1.198
C -2.636 -0.660 -0.870
C 1.825 0.674 0.580
H 0.907 1.202 0.834
H -2.948 -1.644 -1.210
```

Values from the calculation:
- E_LUMO (Eh) = 0.031
- M (g/mol) = 120.2
- structure (SMILES) = N/C=C/N.CCS
- Kohn-Sham gap (eV) = 9.013

---

No. 10
Here is an isolated molecule of C4H12N2S from OMol25. Energies are from the ωB97M-V functional and the def2-TZVPD basis.

XYZ file:
```
19
C4H12N2S (the ωB97M-V functional and the def2-TZVPD basis)
H -0.999 -0.494 2.248
H -0.191 1.064 -0.265
N 2.522 0.051 -1.288
H -2.299 -1.083 0.145
C 1.985 -0.411 -0.015
H -1.508 1.107 1.816
N 0.617 -0.815 -0.030
H 2.138 0.372 0.738
C -1.734 -0.357 -0.443
C -0.449 0.132 0.228
H 2.585 -1.233 0.373
S -2.931 0.990 -0.750
H -2.716 1.138 -2.048
H -1.485 -0.822 -1.390
H 1.894 -0.150 -2.056
C -0.685 0.406 1.711
H 0.172 0.842 2.212
H 2.649 1.056 -1.282
H 0.434 -1.794 0.097
```

Values from the calculation:
- E_LUMO (Eh) = 0.033
- M (g/mol) = 120.2
- structure (SMILES) = C[C@H](CS)NCN
- Kohn-Sham gap (eV) = 9.441